Molecular formula: C39H39BBrF14N3OSrTe
Method: DFT, ωB97M-V/def2-TZVPD

The value obtained for the largest force on an atom is 0.0636 Eh/bohr. Its charge is -2. Its HOMO energy is -2.1 eV. The lowest unoccupied orbital energy comes out at 3.9 eV. The gap between HOMO and LUMO is 6.0346 eV.

Each line ends with the Mulliken charge.
Cartesian coordinates (Å):
H1 -4.154 -1.554 -3.578  0.292
H2 6.280 3.518 3.651  0.452
F1 -2.683 0.729 -0.117  -0.550
H3 3.530 -0.950 3.007  0.606
C1 -0.825 4.090 -0.803  -0.789
C2 5.160 0.126 5.055  -0.779
H4 -5.756 -4.260 -0.319  0.330
H5 -2.397 -3.748 1.607  0.492
C3 4.113 2.574 2.380  -1.448
H6 -2.099 4.615 0.851  0.549
F2 -3.853 0.501 -2.066  -0.330
N1 1.616 1.020 -1.793  0.181
C4 -3.645 -2.326 -4.148  -1.914
H7 -1.713 1.871 -3.118  0.214
H8 3.766 3.566 2.676  0.563
F3 6.205 2.469 -2.425  -0.372
C5 0.562 3.113 -2.508  -1.146
H9 -2.695 2.734 -1.951  0.405
C6 6.267 0.757 5.589  -0.546
C7 -0.168 4.742 2.681  0.351
H10 7.539 2.478 5.503  0.397
H11 -3.441 -4.409 -2.470  0.112
C8 4.781 -0.302 -0.566  0.211
C9 0.451 5.137 3.849  0.139
O1 -0.880 -0.833 -1.400  -0.295
Te1 2.413 1.296 1.888  -0.523
C10 -2.200 -2.451 -3.638  2.647
H12 -3.150 -5.861 1.938  0.367
H13 -2.377 -6.904 -0.176  0.342
F4 0.807 1.966 5.550  -0.426
H14 -1.474 -3.439 -5.432  0.477
C11 -1.538 -1.904 -1.163  0.275
H15 2.499 -0.172 4.203  0.591
H16 1.337 3.603 -1.911  0.474
F5 0.743 6.451 4.035  -0.371
C12 -1.710 3.706 0.375  -1.075
H17 -4.009 -7.562 -0.394  0.458
C13 3.445 -0.103 -0.813  0.049
C14 -1.487 -1.159 -4.034  -2.462
C15 6.674 1.981 5.086  -0.553
H18 -1.984 -4.565 -4.170  0.291
C16 -2.217 -2.718 -2.130  -0.576
H19 -5.316 -5.247 -1.711  0.361
B1 -3.997 0.746 -0.717  0.264
H20 6.818 0.300 6.399  0.387
C17 5.297 1.605 -1.901  0.082
H21 -1.923 3.625 -3.269  0.282
C18 3.955 1.783 -2.170  0.276
C19 3.250 0.013 3.435  -1.390
F6 -0.401 5.749 1.781  -0.393
H22 0.150 4.382 -0.401  0.459
H23 -1.466 -1.074 -5.123  0.588
C20 -0.121 2.497 3.450  0.001
F7 7.065 0.377 -0.856  -0.383
C21 5.969 2.561 4.050  -0.805
C22 0.795 4.227 4.837  0.665
C23 -0.485 3.373 2.377  -0.106
F8 -0.392 1.172 3.299  -0.293
C24 -1.636 -2.414 0.155  -0.012
H24 -3.247 -6.630 -1.689  0.312
C25 -1.795 2.796 -2.552  -1.215
H25 -2.033 -0.316 -3.624  0.193
F9 1.392 4.631 5.989  -0.376
H26 -1.249 4.974 -1.318  0.197
F10 5.186 -1.352 0.184  -0.415
F11 -4.521 2.016 -0.538  -0.342
H27 -0.471 -1.142 -3.653  0.342
C26 -4.102 -5.593 1.483  -2.237
F12 -4.778 -0.198 -0.117  -0.361
C27 1.092 1.747 -2.920  -0.509
C28 -2.939 -3.823 -1.713  -0.552
H28 4.769 2.697 1.517  0.520
C29 4.444 0.702 4.011  0.698
C30 -3.956 -5.423 -0.032  1.909
H29 -4.200 -3.255 -4.045  0.372
C31 -1.489 -3.614 -4.354  -1.838
C32 4.856 1.931 3.506  0.864
C33 -5.356 -5.221 -0.627  -1.692
C34 -3.074 -4.234 -0.388  -0.225
H30 -3.648 -2.044 -5.201  0.488
H31 -6.025 -6.013 -0.290  0.477
H32 -4.818 -6.387 1.698  0.437
C35 2.917 0.951 -1.629  -0.075
Br1 -0.582 -1.447 1.478  -0.273
H33 0.272 1.145 -3.314  -0.217
C36 -3.357 -6.714 -0.611  -1.680
H34 1.828 1.867 -3.726  0.550
H35 -4.464 -4.674 1.934  0.440
C37 0.491 2.886 4.613  0.429
F13 2.560 -0.992 -0.285  -0.283
H36 -0.461 -3.694 -4.006  0.362
N2 -0.637 2.978 -1.710  0.964
F14 3.656 2.872 -2.946  -0.388
C38 -2.379 -3.498 0.561  0.127
N3 -1.027 2.848 1.306  -0.164
Sr1 -0.537 1.089 -0.398  2.566
H37 0.386 3.746 -3.399  0.176
H38 -2.577 3.157 0.017  0.181
H39 4.839 -0.829 5.450  0.468
C39 5.740 0.562 -1.099  0.674

Forces on the atoms, in the same order (eV/Å):
H -0.1250 0.1260 0.0506
H 0.0260 0.0778 -0.0332
F -1.7679 -0.1192 0.2839
H -0.0376 0.0596 -0.1121
C -0.1961 0.9517 0.4023
C -0.0037 -0.0464 0.0271
H -0.1173 0.1443 0.0228
H -0.0150 -0.0488 0.1772
C -0.4081 0.1336 -0.4149
H -0.0072 -0.1129 -0.1704
F 0.1722 -0.2463 -0.8931
N -0.2449 0.0394 0.0865
C 0.1471 -0.0395 0.0715
H -0.0583 -0.0979 -0.0568
H -0.1144 -0.0588 -0.0364
F -0.2296 -0.2339 0.1243
C 0.6793 0.1869 -0.6630
H -0.1266 -0.0547 -0.0116
C 0.0369 -0.1401 0.1302
C -0.1260 -0.2154 -0.1201
H 0.0532 0.0505 0.0152
H -0.0660 -0.0493 -0.1212
C 0.0791 0.0845 -0.0943
C 0.2029 0.0228 0.3987
O -0.2370 -1.5952 -0.9254
Te 1.2250 0.1659 0.8309
C -0.0038 0.0107 -0.2710
H 0.0970 0.0211 0.1151
H 0.0903 -0.0291 -0.0069
F -0.0115 0.1695 -0.1460
H -0.0082 0.0240 -0.1099
C -0.1554 -0.4564 0.0454
H -0.0621 0.0814 -0.0406
H -0.0788 -0.0498 -0.0593
F -0.0938 -0.3340 -0.0387
C -0.1429 0.5346 0.2119
H -0.0456 -0.1341 0.0074
C -0.1580 -0.3730 -0.0786
C 0.0457 -0.0776 0.0368
C 0.1082 0.1211 0.0044
H -0.0630 -0.1281 0.0404
C 0.1099 0.1344 -0.0282
H -0.0700 0.0574 -0.1744
B 0.0121 -0.0482 0.1824
H 0.0063 -0.0592 0.0573
C 0.3623 -0.2730 0.1947
H 0.1257 0.0136 0.0818
C -0.2264 -0.0808 0.0452
C -0.5067 -0.1860 -0.3180
F 0.0784 -0.2475 0.0344
H -0.0795 0.0203 -0.0684
H -0.0615 -0.0463 -0.1152
C -0.2546 -0.2036 0.0782
F -0.2140 0.0164 -0.0397
C 0.0671 0.0278 0.0292
C -0.0018 0.0542 -0.0553
C 0.3153 0.5912 0.9506
F 0.0308 0.5090 0.1201
C 0.4270 0.3620 0.2772
H 0.0573 -0.0270 -0.1359
C -0.5508 0.0014 -0.4318
H 0.0519 0.2054 0.0486
F -0.0791 -0.0504 -0.1441
H 0.0949 -0.1236 -0.1079
F -0.0836 0.2564 -0.0841
F -0.2458 0.7762 0.1538
H 0.0830 0.0993 -0.0173
C 0.0108 -0.0477 -0.2839
F -0.4236 -0.6135 0.4143
C 0.4002 0.1285 -0.1943
C 0.0334 -0.0299 0.2617
H -0.1135 -0.0898 -0.0761
C 0.1283 0.2124 -0.0156
C -0.0039 -0.1219 0.0152
H -0.0903 -0.1270 0.0049
C -0.1303 0.1515 0.0940
C -0.0698 -0.1257 0.0477
C 0.1866 -0.0641 0.1175
C 0.0252 0.0295 0.0328
H 0.0101 0.0180 -0.1564
H -0.1215 -0.1054 0.0122
H -0.0239 -0.0728 0.0146
C 1.0863 -0.0978 -0.1320
Br -0.4237 -0.5437 -0.0395
H -0.1742 -0.0076 -0.2708
C -0.1087 0.1459 0.1394
H -0.2501 -0.0263 0.0055
H -0.0583 0.1330 0.1482
C -0.0227 0.1614 0.0456
F 0.4856 0.3424 -0.3272
H 0.1404 -0.0181 0.0416
N 0.0879 2.1578 -1.3338
F -0.0493 -0.1282 0.2214
C 0.1551 0.1122 -0.0988
N -0.0739 -0.1377 0.0998
Sr 2.1025 -1.4487 2.0417
H -0.0900 0.0077 0.1102
H -0.2605 0.0330 -0.1159
H -0.0293 -0.0854 0.0342
C -0.0424 0.1136 -0.0701